The following is a quantum chemistry calculation of 7 unconnected molecules or ions with the total composition C31H60ClN4O27PS6 in a non-equilibrium geometry, from the OMol25 dataset.

The calculation puts the LUMO energy at -0.0067 Ha. The total charge is 0. The structure (SMILES) is C#CC[C@@]1([C@@H](Cl)CC)C(=O)N[C@](CCC)(P(C)O)[C@]1(CC(N)(N)N)OCCC.O=S1(=O)OCCO1.O=S1(=O)OCCO1.O=S1(=O)OCCO1.O=S1(=O)OCCO1.O=S1(=O)OCCO1.O=S1(=O)OCCO1. For the molecular weight, the calculation gives 1179.65 g/mol. As for the orbital gap: 0.2781 Ha.

Each line ends with the Mulliken charge.
Atoms and positions in Å:
C (3.7527, 5.6192, -0.1518)  -0.88
C (2.4096, 5.2241, -0.2248)  -0.11
C (0.9856, 4.4124, -0.4574)  0.35
C (0.1432, 4.1095, 0.9563)  1.45
C (1.0273, 3.1510, 1.9412)  0.05
Cl (2.3359, 2.1048, 1.0619)  -0.16
C (1.6844, 3.8441, 3.2669)  -0.13
C (3.0871, 4.6565, 3.0330)  -1.00
C (-0.1817, 5.5851, 1.6752)  -0.96
O (0.6003, 6.6100, 1.9874)  -0.65
N (-1.6061, 5.7953, 2.1211)  0.08
C (-2.4363, 4.5569, 1.8678)  0.54
C (-3.9790, 4.9202, 1.4839)  -0.57
C (-5.1368, 4.5525, 2.5924)  -0.26
C (-6.5699, 4.9932, 1.8333)  -0.92
P (-2.6070, 3.8838, 3.6370)  -0.24
C (-2.6355, 5.4985, 4.7374)  -1.07
O (-1.2567, 3.0253, 4.2572)  -0.44
C (-1.4896, 3.7371, 0.7408)  -0.11
C (-2.0227, 3.8345, -0.8097)  -0.35
C (-2.3583, 5.2359, -1.4849)  -0.31
N (-3.8433, 5.3389, -1.9050)  -0.68
N (-2.0127, 6.5179, -0.8389)  -0.43
N (-1.6412, 5.2590, -2.8587)  -0.48
O (-1.9416, 2.3871, 1.0929)  0.04
C (-1.3502, 1.2716, 0.4297)  -0.22
C (-2.2615, -0.0590, 0.9022)  0.30
C (-3.8239, 0.3717, 0.4847)  -0.74
H (4.7717, 6.1575, 0.1585)  0.31
H (1.1182, 3.4227, -1.1126)  0.47
H (0.3871, 5.1463, -1.1847)  0.12
H (0.3177, 2.2955, 2.3799)  0.23
H (1.9814, 2.9263, 3.9759)  0.46
H (0.9119, 4.4573, 3.9405)  -0.03
H (2.9803, 5.7203, 2.5602)  0.13
H (3.5551, 4.8224, 4.1190)  0.37
H (3.8930, 4.0358, 2.4415)  0.22
H (-2.0444, 6.7297, 2.0010)  0.48
H (-4.0647, 6.1045, 1.3543)  0.03
H (-4.3809, 4.4026, 0.4861)  0.17
H (-5.1348, 5.2114, 3.5578)  0.20
H (-5.2861, 3.3981, 2.7830)  0.33
H (-6.4438, 5.0903, 0.6704)  0.25
H (-7.4487, 4.2824, 2.1353)  0.31
H (-6.8455, 6.0816, 2.2222)  0.26
H (-3.2983, 5.1877, 5.6804)  0.28
H (-1.5595, 5.7209, 5.1610)  0.41
H (-3.1411, 6.4026, 4.1940)  0.30
H (-0.7999, 3.5392, 5.0102)  0.30
H (-1.2856, 3.2329, -1.5331)  0.19
H (-3.0188, 3.1718, -0.8254)  -0.13
H (-4.2207, 4.4018, -2.1620)  0.31
H (-4.4032, 5.8196, -1.1688)  0.28
H (-1.0119, 6.7340, -0.7124)  0.31
H (-2.6359, 6.8545, -0.0887)  0.23
H (-1.3002, 6.2350, -3.0304)  0.32
H (-2.3043, 4.9363, -3.6088)  0.29
H (-0.2428, 0.9686, 0.7586)  -0.06
H (-1.3590, 1.2027, -0.7318)  0.06
H (-1.9495, -1.0256, 0.3181)  -0.25
H (-2.2819, -0.1785, 2.0699)  0.17
H (-4.3974, 0.8822, 1.3804)  0.11
H (-3.8501, 1.1521, -0.4039)  0.14
H (-4.4665, -0.5504, 0.1357)  0.32
O (-2.2506, -3.0837, 0.4575)  -0.24
S (-2.4790, -3.3599, 1.8585)  1.02
O (-3.7014, -3.0056, 2.5416)  -0.64
O (-1.2196, -2.7650, 2.7059)  -0.21
C (-0.5979, -3.8201, 3.4376)  0.08
C (-0.8562, -5.0867, 2.6260)  -0.34
O (-2.1815, -4.9421, 2.1204)  -0.35
H (-1.0741, -3.8786, 4.4217)  -0.08
H (0.4697, -3.6202, 3.5622)  0.36
H (-0.7707, -5.9931, 3.2300)  0.42
H (-0.1743, -5.1532, 1.7717)  0.14
O (-1.3494, -2.9903, -2.1775)  -0.54
S (-0.5612, -3.9131, -1.3911)  1.20
O (-0.9650, -4.3779, -0.0845)  -0.57
O (0.9559, -3.3255, -1.2872)  -0.26
C (1.8722, -4.2762, -1.8274)  -0.25
C (1.0813, -5.0552, -2.8749)  0.08
O (-0.2221, -5.2113, -2.3185)  -0.35
H (2.2018, -4.9315, -1.0147)  0.17
H (2.7391, -3.7681, -2.2583)  0.20
H (1.5262, -6.0288, -3.0938)  0.27
H (0.9857, -4.4821, -3.8032)  0.03
O (2.0444, -3.3589, -6.7110)  -0.47
S (0.7141, -2.8243, -6.9001)  1.01
O (-0.3372, -3.5497, -7.5746)  -0.58
O (0.8508, -1.3514, -7.5855)  -0.31
C (0.2399, -0.3760, -6.7425)  -0.40
C (0.3643, -0.9271, -5.3246)  -0.27
O (0.1528, -2.3315, -5.4502)  -0.23
H (-0.8101, -0.2805, -7.0376)  0.30
H (0.7379, 0.5907, -6.8549)  0.32
H (-0.3656, -0.4868, -4.6411)  0.32
H (1.3734, -0.7717, -4.9285)  0.24
O (4.5481, -4.0120, -1.3622)  -0.45
S (5.8936, -3.9786, -1.8911)  0.98
O (6.6961, -5.1652, -2.0764)  -0.55
O (6.7545, -2.9000, -1.0232)  -0.30
C (7.2613, -1.8874, -1.8911)  -0.40
C (6.2647, -1.8021, -3.0440)  -0.31
O (5.8681, -3.1485, -3.2949)  -0.21
H (8.2474, -2.2047, -2.2452)  0.30
H (7.3556, -0.9388, -1.3559)  0.32
H (6.7018, -1.3555, -3.9402)  0.30
H (5.3733, -1.2362, -2.7533)  0.28
O (-0.3556, -6.6289, 7.4600)  -0.54
S (-1.6859, -6.0943, 7.2709)  1.06
O (-2.7372, -6.8197, 6.5965)  -0.53
O (-1.5492, -4.6214, 6.5855)  -0.23
C (-2.1601, -3.6460, 7.4285)  -0.34
C (-2.0357, -4.1971, 8.8464)  -0.41
O (-2.2472, -5.6015, 8.7209)  -0.30
H (-3.2101, -3.5505, 7.1335)  0.31
H (-1.6621, -2.6793, 7.3162)  0.32
H (-2.7656, -3.7568, 9.5300)  0.32
H (-1.0266, -4.0417, 9.2425)  0.30
O (3.2724, -7.6029, -4.9833)  -0.48
S (4.4694, -7.7885, -5.7732)  1.05
O (5.1952, -9.0364, -5.8210)  -0.55
O (5.5146, -6.5940, -5.4008)  -0.26
C (5.8327, -5.8558, -6.5794)  -0.32
C (4.6087, -5.9823, -7.4826)  -0.12
O (4.1482, -7.3195, -7.3020)  -0.32
H (6.7126, -6.3147, -7.0416)  0.28
H (6.0552, -4.8151, -6.3291)  0.28
H (4.8447, -5.7943, -8.5327)  0.32
H (3.8107, -5.3042, -7.1621)  0.16

The following is a quantum chemistry calculation of a molecular structure, C17H32CrN8OS, from the OMol25 dataset.

The spin multiplicity is 4. As for the expectation value of S²: 3.780. The calculation puts the LUMO energy (spin up / spin down) at -0.1467 / -0.1109 Ha. The total charge is +1. For the molecular weight, the calculation gives 448.56 g/mol. As for the orbital gap (spin up / spin down): 0.2568 / 0.2928 Ha.

Each line ends with the natural charge from an NBO analysis.
Atoms and positions in Å:
Cr (0.4038, -0.3531, -0.9744)  1.54
C (2.9775, -1.3255, -1.9307)  -0.42
N (2.5330, -0.2758, -0.9715)  -0.45
C (3.1723, -0.5220, 0.3373)  -0.42
C (2.9233, 1.0671, -1.4934)  -0.24
C (1.9305, 2.1010, -1.0301)  -0.23
N (0.5716, 1.7301, -1.4902)  -0.47
C (-0.4208, 2.5949, -0.7981)  -0.43
C (0.4232, 1.9489, -2.9530)  -0.41
H (4.0480, -1.2242, -2.1167)  0.22
H (2.4423, -1.2127, -2.8747)  0.21
H (2.7700, -2.3089, -1.5225)  0.24
H (4.2502, -0.6216, 0.2022)  0.22
H (2.7788, -1.4425, 0.7674)  0.23
H (2.9900, 0.3161, 1.0108)  0.20
H (2.9503, 1.0154, -2.5799)  0.22
H (3.9305, 1.3244, -1.1602)  0.23
H (2.2040, 3.0930, -1.3975)  0.23
H (1.9080, 2.1448, 0.0599)  0.21
H (-0.2560, 3.6363, -1.0845)  0.21
H (-0.2949, 2.4979, 0.2780)  0.21
H (-1.4298, 2.3063, -1.0828)  0.25
H (0.6995, 2.9771, -3.1954)  0.21
H (-0.6118, 1.7768, -3.2302)  0.25
H (1.0454, 1.2617, -3.5225)  0.20
C (-2.3763, 1.6036, 4.1868)  -0.62
C (-2.0927, 0.1566, 3.8140)  -0.21
N (-0.8619, 0.0189, 3.0140)  -0.37
C (0.3882, -0.1635, 3.7643)  -0.22
C (0.8812, -1.6048, 3.7273)  -0.62
C (-0.8574, 0.0839, 1.6877)  0.56
C (-2.1533, 0.1600, 0.9404)  -0.66
N (0.2642, 0.0753, 0.9874)  -0.87
H (-3.2775, 1.6619, 4.7981)  0.24
H (-2.5311, 2.2149, 3.2957)  0.21
H (-1.5524, 2.0338, 4.7596)  0.21
H (-2.9291, -0.2791, 3.2771)  0.22
H (-1.9530, -0.4487, 4.7084)  0.22
H (0.1863, 0.1420, 4.7881)  0.23
H (1.1442, 0.5365, 3.3992)  0.19
H (0.1535, -2.2678, 4.1964)  0.23
H (1.8222, -1.6952, 4.2710)  0.23
H (1.0355, -1.9586, 2.7051)  0.21
H (-2.6232, 1.1400, 1.0437)  0.27
H (-2.8573, -0.5955, 1.2847)  0.26
H (-1.9991, -0.0061, -0.1221)  0.22
H (1.0889, -0.0589, 1.5490)  0.38
N (-1.3080, -2.3892, -3.6893)  -0.77
C (-1.6710, -1.2689, -3.0584)  0.66
O (-0.7208, -0.6091, -2.4435)  -0.79
C (-2.9773, -0.8089, -3.0652)  -0.51
C (-3.9794, -1.5812, -3.7251)  0.28
N (-4.7161, -2.2504, -4.3068)  -0.31
C (-3.2802, 0.4391, -2.4522)  0.33
N (-3.4844, 1.4534, -1.9415)  -0.39
H (-2.0036, -2.9561, -4.1486)  0.43
H (-0.4046, -2.7867, -3.5036)  0.41
S (0.7217, -4.9221, -0.0800)  -0.04
C (0.5446, -3.3696, -0.3520)  0.18
N (0.4406, -2.2054, -0.5565)  -0.78

The following is a quantum chemistry calculation of a molecular structure, C28H27N4O8PtSTe in a non-equilibrium geometry, from the OMol25 dataset.

The spin multiplicity is 4. As for the expectation value of S²: 3.767. The calculation puts the LUMO energy (spin up / spin down) at 0.1371 / 0.1341 Ha. The total charge is -2. The energy relative to the best compared isomer or geometry (same formula, charge and spin) comes out at 0.515 eV. For the molecular weight, the calculation gives 902.29 g/mol. As for the orbital gap (spin up / spin down): 0.2233 / 0.2379 Ha.

Each line ends with the natural charge from an NBO analysis.
Atoms and positions in Å:
Pt (0.7427, 1.7276, -0.6528)  1.18
O (0.5834, 0.9526, 3.4153)  -0.70
C (0.7775, 1.6601, 2.4263)  0.79
O (1.3258, 1.2455, 1.3420)  -0.77
C (0.4477, 3.1409, 2.5664)  -0.25
C (0.2521, 3.5733, 3.8490)  -0.11
C (-0.0257, 4.9132, 4.1389)  -0.10
C (-0.1323, 5.8407, 3.1335)  -0.14
C (0.0373, 5.4369, 1.8309)  -0.06
C (0.3706, 4.0764, 1.4536)  0.45
O (0.5870, 3.7697, 0.2571)  -0.67
N (-0.1060, 6.5099, 0.8263)  0.53
O (-0.2822, 6.2089, -0.3334)  -0.37
O (-0.0910, 7.6708, 1.2232)  -0.45
N (-0.2213, 5.3446, 5.5161)  0.54
O (-0.0817, 4.5202, 6.4049)  -0.42
O (-0.5170, 6.5130, 5.7291)  -0.44
H (0.3143, 2.8420, 4.6407)  0.27
H (-0.3557, 6.8718, 3.3514)  0.26
S (5.3619, 3.0341, -1.1011)  -0.38
C (3.8400, 2.4041, -0.9890)  0.21
N (2.7818, 1.9286, -0.9264)  -0.65
C (-2.4045, 3.6525, -0.9561)  -0.72
C (-2.1824, 2.2989, -1.6108)  0.60
O (-2.8806, 1.9081, -2.5294)  -0.67
N (-1.1923, 1.5980, -0.9700)  -0.71
Te (-0.6037, -0.6779, -2.0182)  0.68
C (0.1199, -2.5486, -2.7780)  -0.32
C (-0.5485, -3.7482, -2.5092)  -0.02
C (-1.7731, -3.8395, -1.6315)  -0.64
C (-0.0560, -4.9271, -3.0796)  -0.23
C (1.0571, -4.9408, -3.9053)  -0.03
C (1.5734, -6.2273, -4.5003)  -0.62
C (1.6910, -3.7327, -4.1713)  -0.27
C (1.2417, -2.5342, -3.6239)  0.09
C (1.9800, -1.2575, -3.9540)  -0.67
C (-0.5932, -1.3420, -0.0048)  -0.18
C (-1.7808, -1.2579, 0.7335)  -0.07
C (-3.1048, -0.7593, 0.1987)  -0.64
C (-1.7508, -1.6203, 2.0795)  -0.19
C (-0.5932, -2.0462, 2.7033)  0.00
C (-0.5517, -2.2929, 4.1843)  -0.63
C (0.5600, -2.1455, 1.9380)  -0.21
C (0.5950, -1.7901, 0.5972)  -0.03
C (1.9277, -1.8448, -0.1082)  -0.65
H (-3.1563, 4.1824, -1.5384)  0.21
H (-1.4784, 4.2197, -0.8918)  0.27
H (-2.7589, 3.5205, 0.0702)  0.22
H (-2.4775, -3.0322, -1.8377)  0.23
H (-1.5096, -3.7580, -0.5751)  0.24
H (-2.2815, -4.7926, -1.7896)  0.20
H (-0.5717, -5.8610, -2.8695)  0.19
H (0.9086, -7.0616, -4.2713)  0.20
H (2.5640, -6.4755, -4.1102)  0.21
H (1.6622, -6.1566, -5.5871)  0.21
H (2.5662, -3.7190, -4.8172)  0.19
H (2.9060, -1.4739, -4.4893)  0.20
H (2.2216, -0.6902, -3.0522)  0.25
H (1.3769, -0.5967, -4.5828)  0.22
H (-3.1606, -0.7307, -0.8871)  0.23
H (-3.2860, 0.2602, 0.5471)  0.23
H (-3.9155, -1.3916, 0.5713)  0.20
H (-2.6640, -1.5245, 2.6623)  0.18
H (-1.5501, -2.4787, 4.5872)  0.20
H (-0.1479, -1.4006, 4.6693)  0.25
H (0.0874, -3.1442, 4.4322)  0.20
H (1.4879, -2.4451, 2.4162)  0.20
H (2.6825, -2.2527, 0.5648)  0.21
H (2.2555, -0.8434, -0.4016)  0.25
H (1.8993, -2.4635, -1.0060)  0.21

Number 1: DFT total energy -181164.333 eV. Number 2: DFT total energy -71369.682 eV. Number 3: DFT total energy -73185.436 eV.